No. 1
DFT (the ωB97M-V functional and the def2-TZVPD basis) results for a structure of composition C31H43BrIMnN3O3.

Geometry as XYZ:
```
83
Properties=species:S:1:pos:R:3:mulliken_spin:R:1
Mn -0.2084 0.1325 0.0729 0.99
C 1.6438 0.4852 -1.1085 -0.08
C 1.2121 -0.7837 -1.5692 -0.03
C 1.2529 -1.6727 -0.4257 -0.01
C 1.7129 -0.9008 0.6651 0.00
C 1.9686 0.4345 0.2681 0.08
C 2.8580 1.4259 0.9926 -0.03
C 2.4014 2.8807 0.8426 0.00
C 4.2605 1.3106 0.3784 0.00
C 2.9396 1.0802 2.4811 0.00
C 1.0817 -3.1989 -0.2903 0.01
C 1.4515 -3.6386 1.1377 0.01
C 2.0767 -3.9273 -1.2028 0.00
C -0.3087 -3.7677 -0.5980 0.01
C 1.0962 -1.0393 -3.0756 0.00
C 2.4736 -1.4829 -3.6026 0.00
C 0.7782 0.2587 -3.8409 0.00
C 0.0350 -2.0599 -3.4802 0.00
H 1.7676 1.3494 -1.7361 0.01
H 1.8619 -1.2641 1.6632 -0.01
H 2.1238 3.1071 -0.1840 0.00
H 3.2051 3.5590 1.1278 0.00
H 1.5622 3.1063 1.4946 0.00
H 4.2612 1.6609 -0.6523 0.00
H 4.5973 0.2756 0.3777 0.00
H 4.9764 1.9066 0.9409 0.00
H 1.9476 1.0072 2.9267 0.00
H 3.5015 1.8454 3.0157 0.00
H 3.4434 0.1295 2.6413 0.00
H 2.4858 -3.3937 1.3782 0.00
H 1.3371 -4.7206 1.2184 0.00
H 0.8250 -3.1863 1.9059 0.00
H 3.0859 -3.5308 -1.0883 0.00
H 1.8022 -3.8665 -2.2506 0.00
H 2.0952 -4.9840 -0.9380 0.00
H -1.1007 -3.3801 0.0333 0.00
H -0.2705 -4.8499 -0.4802 0.00
H -0.6421 -3.5508 -1.6071 0.00
H 3.2326 -0.7554 -3.3195 0.00
H 2.4478 -1.5347 -4.6901 0.00
H 2.7889 -2.4485 -3.2326 0.00
H 1.5762 0.9914 -3.7581 0.00
H -0.1474 0.7177 -3.5028 0.00
H 0.6662 0.0243 -4.8996 0.00
H 0.2864 -3.0704 -3.1778 0.00
H -0.0568 -2.0662 -4.5664 0.00
H -0.9420 -1.8213 -3.0618 0.00
Br -0.3202 3.5282 -2.1760 0.00
C -1.6704 2.2142 -2.4451 0.00
C -2.5495 2.4454 -3.4948 0.00
C -3.5057 1.4791 -3.7559 0.00
C -3.5508 0.3484 -2.9592 0.00
C -2.6274 0.2208 -1.9279 -0.03
N -1.6791 1.1408 -1.6757 0.01
C -2.6638 -1.0184 -1.0345 0.03
O -3.6017 -1.7927 -1.1574 0.00
O -1.6809 -1.1465 -0.2464 0.01
H -2.4655 3.3433 -4.0843 0.00
H -4.2031 1.6114 -4.5699 0.00
H -4.2725 -0.4420 -3.0872 0.00
N -1.0447 2.3616 0.8690 0.04
C -1.5747 2.6704 2.1358 0.01
C -0.7617 2.7780 3.2588 0.00
C -1.3224 3.0599 4.4927 0.00
C -2.6937 3.2192 4.6327 0.00
C -3.5052 3.0972 3.5152 0.00
C -2.9502 2.8283 2.2762 0.00
H -1.7254 2.5967 0.1527 0.01
H -0.1960 2.8869 0.6660 -0.01
H 0.3041 2.6235 3.1748 0.00
H -0.6787 3.1473 5.3561 0.00
H -3.1219 3.4335 5.5995 0.00
H -4.5751 3.2104 3.6027 0.00
H -3.5895 2.7342 1.4097 0.00
N -1.7667 -2.1658 2.4308 0.00
C -1.6387 -0.8634 2.7076 0.00
O -0.9436 -0.0887 2.0508 0.00
C -2.3358 -0.3423 3.9441 0.00
I -4.4350 -0.6545 3.9031 0.00
H -1.4555 -2.4627 1.5126 0.00
H -2.5116 -2.6889 2.8614 0.00
H -2.1722 0.7274 3.9999 0.00
H -1.9587 -0.8333 4.8392 0.00
```

- spin multiplicity = 2
- LUMO (alpha / beta) (hartree) = 0.010 / 0.010
- E_HOMO (alpha / beta) (eV) = -7.4 / -7.6
- orbital gap (alpha / beta) (eV) = 7.72 / 7.84
- ⟨S²⟩ = 0.996
- molecular weight (g mol⁻¹) = 767.4

No. 2
DFT (the ωB97M-V functional and the def2-TZVPD basis) results for a structure of composition C31H43BrN7O2Si2Y.

Geometry as XYZ:
```
87
Properties=species:S:1:pos:R:3:mulliken_charge:R:1
Y 0.5255 0.6274 -0.1706 1.18
C -0.0040 3.1088 -3.0062 -0.99
Si 1.4517 3.4530 -1.8721 0.14
C 2.7469 2.2572 -2.5312 -1.01
C 2.0094 5.2131 -2.0035 -1.14
C 0.8210 2.9853 -0.1330 2.04
C -0.6316 3.3589 -0.1775 -1.07
C -1.1312 4.6644 -0.1257 -0.66
C -2.4950 4.8748 -0.1829 -0.90
C -3.3519 3.7811 -0.2966 -0.61
C -2.7989 2.5245 -0.3459 -0.74
N -1.4756 2.3145 -0.2838 0.39
Si 1.3639 3.3762 1.6468 0.10
C -0.1438 2.9823 2.6962 -0.98
C 1.9312 5.1199 1.9085 -1.17
C 2.6242 2.1482 2.3187 -1.05
H 0.2880 3.3016 -4.0419 0.47
H -0.8771 3.7273 -2.7905 0.29
H -0.3317 2.0602 -2.9618 0.34
H 2.7013 2.2926 -3.6230 0.56
H 2.5818 1.2061 -2.2495 0.26
H 3.7648 2.5154 -2.2461 0.22
H 2.3699 5.4187 -3.0164 0.44
H 2.8245 5.4328 -1.3096 0.35
H 1.1889 5.9051 -1.8021 0.32
H -0.4373 5.4915 -0.0443 0.40
H -2.8941 5.8808 -0.1414 0.47
H -4.4241 3.9085 -0.3501 0.50
H -3.4250 1.6438 -0.4477 0.67
H -1.0161 3.5925 2.4559 0.30
H 0.0983 3.1536 3.7488 0.50
H -0.4427 1.9280 2.6058 0.29
H 1.1142 5.8322 1.7741 0.34
H 2.7411 5.3925 1.2276 0.37
H 2.3022 5.2398 2.9314 0.44
H 2.4875 1.1115 1.9773 0.30
H 2.5128 2.1293 3.4059 0.56
H 3.6560 2.4264 2.1099 0.25
C 4.3138 1.1710 -0.0870 -1.71
O 3.3087 0.1391 -0.1345 0.45
C 3.8078 -1.1489 -0.2078 -0.08
C 5.1509 -1.4685 -0.2263 -0.52
C 5.5237 -2.8090 -0.2520 -0.55
Br 7.3512 -3.2386 -0.2596 -0.15
C 4.5804 -3.8176 -0.2727 -0.91
C 3.2278 -3.4835 -0.2824 0.94
C 2.8669 -2.1506 -0.2411 0.46
O 1.5288 -1.7633 -0.1645 -0.51
C 2.2061 -4.5470 -0.2657 0.06
N 2.3063 -5.6389 0.4145 -0.69
C 1.1275 -6.3438 0.1614 0.64
C 0.7230 -7.5905 0.6356 -0.78
C -0.4990 -8.0689 0.2108 -0.54
C -1.3125 -7.3310 -0.6653 -0.52
C -0.9286 -6.0910 -1.1380 -1.01
C 0.3058 -5.6210 -0.7024 0.57
N 0.9942 -4.4308 -0.9435 -0.13
H 4.9222 1.0536 0.8073 0.49
H 3.7878 2.1149 -0.0538 0.32
H 4.9367 1.1246 -0.9767 0.55
H 5.9217 -0.7132 -0.1956 0.57
H 4.8629 -4.8613 -0.2830 0.61
H 1.0024 -2.5723 -0.0090 0.40
H 1.3573 -8.1534 1.3081 0.46
H -0.8402 -9.0385 0.5492 0.41
H -2.2613 -7.7455 -0.9802 0.41
H -1.5534 -5.5260 -1.8188 0.43
H 0.8543 -3.8675 -1.7684 0.23
C -5.7367 -0.0022 1.5322 -1.32
C -5.8097 -1.2726 0.6891 0.89
C -5.8950 -0.9551 -0.8011 -1.40
C -4.6594 -2.2369 0.9879 -1.18
N -3.3318 -1.6102 0.8207 0.68
C -2.6327 -0.8670 1.6806 -0.22
N -1.5207 -0.5105 1.0850 -0.27
N -1.5674 -1.0545 -0.1466 0.17
N -2.6526 -1.7119 -0.3218 -0.96
H -6.6333 0.5972 1.3778 0.45
H -4.8815 0.6216 1.2507 0.18
H -5.6728 -0.2225 2.6016 0.34
H -6.7077 -1.8214 0.9829 0.30
H -4.9917 -0.4488 -1.1562 0.22
H -6.7427 -0.2989 -0.9981 0.42
H -6.0306 -1.8601 -1.3955 0.39
H -4.6808 -3.0816 0.3045 0.39
H -4.7137 -2.6083 2.0092 0.46
H -2.9379 -0.6186 2.6848 0.44
```

- LUMO (hartree) = -0.238
- E_HOMO (eV) = -12.9
- orbital gap (eV) = 6.39
- molecular weight (g mol⁻¹) = 770.7
- net charge = +2